No. 1
{"formula": "C31H27N2O2P2Pt", "method": "ωB97M-V/def2-TZVPD", "elements": ["Pt", "O", "C", "O", "C", "C", "C", "C", "C", "N", "H", "H", "H", "H", "C", "N", "P", "C", "C", "C", "C", "C", "C", "C", "C", "C", "C", "C", "C", "P", "C", "C", "C", "C", "C", "C", "C", "C", "C", "C", "C", "C", "H", "H", "H", "H", "H", "H", "H", "H", "H", "H", "H", "H", "H", "H", "H", "H", "H", "H", "H", "H", "H", "H", "H"], "coordinates": [[0.920983, -1.342142, -0.566717], [3.409249, -4.048593, -2.036352], [2.475778, -3.357127, -1.786338], [2.189073, -2.864497, -0.572132], [1.418735, -3.000042, -2.800434], [1.330877, -3.656026, -4.005974], [0.229471, -3.424838, -4.816721], [-0.761595, -2.563719, -4.368169], [-0.606120, -1.917472, -3.158783], [0.486448, -2.104308, -2.403635], [2.116069, -4.354240, -4.264935], [0.132707, -3.929540, -5.768751], [-1.658537, -2.388131, -4.944848], [-1.359847, -1.243818, -2.788169], [-1.515270, 2.248546, 1.280888], [-0.705685, 1.026741, 1.028963], [-0.391492, -0.034450, 2.150009], [-0.738311, 0.347826, 3.804659], [-0.260199, 1.590439, 4.278991], [-0.412671, 1.865510, 5.621387], [-1.054706, 0.953678, 6.459375], [-1.538715, -0.260165, 5.975969], [-1.377809, -0.582380, 4.644013], [0.906826, -1.146610, 1.717680], [2.145706, -0.519901, 1.343607], [3.326058, -1.247285, 1.521340], [3.291714, -2.539676, 2.000333], [2.076236, -3.151127, 2.358724], [0.893896, -2.469896, 2.252457], [-0.236988, 0.592473, -0.705383], [0.742989, 1.987727, -1.212881], [0.170360, 3.255142, -1.409024], [0.966223, 4.315066, -1.800669], [2.329425, 4.122774, -2.010304], [2.901291, 2.870143, -1.830675], [2.114955, 1.803656, -1.428124], [-1.846564, 0.684826, -1.473318], [-2.932710, 0.008684, -0.904508], [-4.148640, -0.022615, -1.561790], [-4.283422, 0.606428, -2.797346], [-3.204668, 1.261805, -3.374090], [-1.982431, 1.306849, -2.717777], [-1.885538, 2.256829, 2.302279], [-2.343292, 2.262221, 0.575801], [-0.870695, 3.111969, 1.117225], [0.237031, 2.299412, 3.628557], [-0.035196, 2.797829, 6.019672], [-1.177428, 1.195728, 7.507282], [-2.037585, -0.951845, 6.640773], [-1.748057, -1.527274, 4.266123], [2.201209, 0.537362, 1.112735], [4.269291, -0.774051, 1.282141], [4.216684, -3.087919, 2.122425], [2.076055, -4.167210, 2.730024], [-0.035246, -2.931954, 2.561217], [-0.893387, 3.411589, -1.281714], [0.525696, 5.290407, -1.956955], [2.945559, 4.953767, -2.327507], [3.956625, 2.722949, -2.015356], [2.563620, 0.823575, -1.315347], [-2.838930, -0.504852, 0.047362], [-4.991516, -0.535913, -1.119414], [-5.235778, 0.581725, -3.310253], [-3.312721, 1.745018, -4.335776], [-1.145081, 1.810900, -3.181860]], "forces_ev_per_angstrom": [[-0.5, 0.3, 0.2], [0.1, -0.1, 0.0], [-0.3, 0.2, 0.2], [0.1, -0.2, -0.2], [0.0, -0.1, 0.0], [0.1, 0.0, 0.0], [0.0, 0.0, 0.0], [0.0, 0.0, 0.0], [0.1, 0.1, -0.1], [0.2, -0.2, 0.1], [0.0, 0.0, 0.0], [0.0, 0.0, 0.0], [0.0, 0.0, 0.0], [0.0, 0.0, 0.0], [0.1, 0.1, 0.0], [-0.3, -0.1, 0.0], [0.8, 0.6, 0.3], [-0.2, -0.2, -0.2], [-0.1, 0.0, 0.1], [0.0, 0.0, 0.0], [0.0, 0.0, 0.0], [0.0, 0.0, 0.0], [0.1, -0.1, 0.1], [-0.3, -0.5, -0.2], [0.1, 0.0, 0.0], [0.1, 0.0, 0.0], [0.0, 0.0, 0.0], [0.0, 0.0, 0.0], [0.1, 0.1, 0.2], [0.1, 0.1, -0.3], [-0.1, 0.0, 0.1], [0.0, 0.0, 0.0], [0.0, 0.0, 0.0], [0.0, 0.0, 0.0], [0.0, 0.0, 0.0], [0.0, 0.0, 0.0], [0.0, 0.0, 0.1], [0.0, -0.1, 0.0], [0.0, 0.0, 0.0], [0.0, 0.0, 0.0], [0.0, 0.0, 0.0], [0.0, 0.0, 0.0], [0.0, 0.0, 0.0], [0.0, 0.0, 0.0], [0.0, 0.0, 0.0], [0.0, 0.0, 0.0], [0.0, 0.0, 0.0], [0.0, 0.0, 0.0], [0.0, 0.0, 0.0], [0.0, 0.0, 0.0], [0.0, 0.0, 0.0], [0.0, 0.0, 0.0], [0.0, 0.0, 0.0], [0.0, 0.0, 0.0], [0.0, 0.0, 0.0], [0.0, 0.0, 0.0], [0.0, 0.0, 0.0], [0.0, 0.0, 0.0], [0.0, 0.0, 0.0], [0.0, 0.0, 0.0], [0.0, 0.0, 0.0], [0.0, 0.0, 0.0], [0.0, 0.0, 0.0], [0.0, 0.0, 0.0], [0.0, 0.0, 0.0]], "e_lumo_ev": -11.952, "e_homo_ev": -17.56, "charge": 3, "de_lowest_kj_mol": 88.5, "gap_ev": 5.61}



No. 2
{"formula": "C45H41N3P3V", "method": "ωB97M-V/def2-TZVPD", "elements": ["V", "N", "P", "C", "C", "C", "C", "C", "C", "C", "C", "C", "C", "C", "C", "P", "C", "C", "C", "C", "C", "C", "C", "C", "C", "C", "C", "C", "H", "H", "H", "H", "H", "H", "H", "H", "H", "H", "H", "H", "H", "H", "H", "H", "H", "H", "H", "H", "H", "C", "C", "C", "C", "C", "C", "C", "H", "H", "H", "H", "H", "N", "C", "C", "C", "C", "N", "C", "C", "H", "H", "H", "H", "C", "P", "C", "C", "C", "C", "C", "C", "C", "H", "H", "H", "H", "H", "H", "H", "H", "H", "H", "H"], "coordinates": [[-0.186054, -0.315596, -0.466513], [1.123935, 0.462600, 2.131775], [1.765035, 0.404636, 0.529849], [3.363660, -0.481070, 0.816048], [4.279839, -0.090543, 1.794046], [5.450397, -0.803274, 1.993622], [5.727961, -1.919342, 1.210850], [4.830273, -2.313272, 0.231412], [3.655980, -1.594357, 0.038748], [2.449210, 2.091088, 0.285724], [1.779412, 3.199725, 0.793659], [2.221993, 4.483063, 0.509178], [3.336333, 4.676026, -0.294947], [4.011000, 3.576420, -0.808320], [3.572601, 2.292924, -0.514040], [-0.540816, 0.202473, 1.841140], [-1.342540, 1.688121, 2.550476], [-2.042003, 2.538706, 1.700214], [-2.582928, 3.725919, 2.175587], [-2.428968, 4.072072, 3.510416], [-1.736897, 3.225221, 4.369455], [-1.199232, 2.040286, 3.893243], [-0.998613, -1.085099, 3.057012], [-0.147677, -2.174451, 3.237701], [-0.569355, -3.294288, 3.935894], [-1.848644, -3.340680, 4.473266], [-2.700981, -2.258236, 4.309316], [-2.282195, -1.141778, 3.600092], [1.564325, 0.772623, 2.991364], [4.079439, 0.790865, 2.394189], [6.152481, -0.489930, 2.756911], [6.642456, -2.477753, 1.367669], [5.040340, -3.181912, -0.380676], [2.946535, -1.892015, -0.727870], [0.889458, 3.057733, 1.394728], [1.681776, 5.335608, 0.902465], [3.674651, 5.678916, -0.524771], [4.880640, 3.717615, -1.438819], [4.103015, 1.437497, -0.917325], [-2.130922, 2.257901, 0.657878], [-3.116630, 4.382281, 1.499112], [-2.847165, 4.998316, 3.885089], [-1.618027, 3.491811, 5.412812], [-0.667730, 1.378072, 4.568070], [0.842174, -2.154123, 2.796652], [0.092090, -4.145488, 4.037408], [-2.184164, -4.224342, 5.001123], [-3.702897, -2.290034, 4.720392], [-2.964323, -0.312294, 3.453022], [-0.533311, 1.263715, -1.087543], [-0.785038, 2.553613, -1.680400], [0.250821, 3.385996, -2.150942], [-0.013848, 4.621463, -2.714732], [-1.319528, 5.084614, -2.841319], [-2.360541, 4.280925, -2.392427], [-2.099197, 3.045093, -1.823923], [1.272519, 3.036474, -2.065441], [0.810660, 5.234345, -3.062304], [-1.521251, 6.052035, -3.284275], [-3.385328, 4.622620, -2.487731], [-2.919402, 2.424174, -1.477439], [-2.145198, -7.388151, 1.448302], [-1.819651, -6.321406, 1.122075], [-1.426799, -5.033028, 0.728658], [-0.070587, -4.724896, 0.397255], [0.270019, -3.450583, 0.057600], [-0.606203, -2.403390, -0.003894], [-1.909838, -2.701362, 0.316055], [-2.344508, -3.939189, 0.669447], [0.692058, -5.491663, 0.432230], [1.306247, -3.209340, -0.158905], [-2.608044, -1.871034, 0.280370], [-3.387386, -4.089467, 0.916217], [0.847143, 0.171693, -3.950929], [0.217375, -1.012222, -2.706931], [1.169680, -2.505545, -3.214932], [-1.445801, -1.409493, -3.360034], [-1.946906, -2.706486, -3.424842], [-3.266974, -2.938182, -3.790264], [-4.103302, -1.877746, -4.101999], [-3.616268, -0.577652, -4.032456], [-2.304871, -0.345490, -3.653528], [0.756490, -0.225603, -4.963863], [1.894648, 0.380002, -3.727418], [0.296414, 1.107772, -3.864871], [1.011003, -2.759229, -4.265541], [0.899667, -3.358603, -2.592501], [2.228785, -2.290701, -3.058167], [-1.317908, -3.550006, -3.165820], [-3.642871, -3.953463, -3.818944], [-5.132746, -2.060585, -4.384006], [-4.265305, 0.259632, -4.259621], [-1.943162, 0.671706, -3.554591]], "forces_ev_per_angstrom": [[-0.1, -0.2, -0.3], [0.1, 0.0, -0.1], [0.0, 0.1, 0.1], [0.0, 0.0, 0.1], [0.0, 0.0, 0.0], [0.0, 0.0, 0.0], [0.0, 0.0, 0.0], [0.0, 0.0, 0.0], [-0.1, 0.0, 0.0], [0.0, -0.1, -0.1], [0.0, 0.0, 0.0], [0.0, 0.0, 0.0], [0.0, 0.0, 0.0], [0.0, 0.0, 0.0], [0.0, 0.0, 0.0], [0.0, 0.0, 0.2], [0.0, 0.1, 0.0], [0.0, -0.1, 0.0], [0.0, 0.1, 0.1], [0.0, 0.0, 0.0], [0.0, 0.0, 0.0], [0.0, 0.0, -0.1], [-0.1, 0.0, 0.0], [0.0, 0.0, 0.0], [0.0, 0.0, 0.0], [0.0, 0.0, 0.0], [0.0, 0.0, 0.0], [0.1, 0.0, 0.0], [0.0, 0.0, 0.0], [0.0, 0.0, 0.0], [0.0, 0.0, 0.0], [0.0, 0.0, 0.0], [0.0, 0.0, 0.0], [0.0, 0.0, 0.0], [0.0, 0.0, 0.0], [0.0, 0.0, 0.0], [0.0, 0.0, 0.0], [0.0, 0.0, 0.0], [0.0, 0.0, 0.0], [0.0, 0.0, 0.0], [0.0, 0.0, 0.0], [0.0, 0.0, 0.0], [0.0, 0.0, 0.0], [0.0, 0.0, 0.0], [0.0, 0.0, 0.0], [0.0, 0.0, 0.0], [0.0, 0.0, 0.0], [0.0, 0.0, 0.0], [0.0, 0.0, 0.0], [0.3, 0.1, 0.1], [-0.2, 0.2, -0.1], [0.0, -0.1, 0.0], [0.0, 0.1, 0.0], [0.0, 0.0, 0.0], [0.0, 0.0, 0.0], [0.0, 0.0, 0.0], [0.0, 0.0, 0.0], [0.0, 0.0, 0.0], [0.0, 0.0, 0.0], [0.0, 0.0, 0.0], [0.0, 0.0, 0.0], [0.0, 0.0, 0.0], [0.0, 0.0, 0.0], [0.1, 0.0, 0.0], [0.0, 0.1, 0.0], [0.1, -0.1, 0.0], [0.0, 0.2, 0.0], [0.0, -0.2, 0.0], [0.0, 0.0, 0.0], [0.0, 0.0, 0.0], [-0.1, 0.0, 0.0], [0.0, 0.0, 0.0], [0.0, 0.0, 0.0], [-0.1, 0.0, 0.0], [0.2, 0.0, 0.1], [-0.1, 0.0, 0.0], [-0.1, 0.2, -0.1], [0.0, 0.0, 0.0], [0.0, 0.0, 0.0], [0.0, 0.0, 0.0], [0.0, 0.0, 0.0], [0.0, -0.1, 0.0], [0.0, 0.0, 0.0], [0.0, 0.0, 0.0], [0.0, 0.0, 0.0], [0.0, 0.0, 0.0], [0.0, 0.0, 0.0], [0.0, 0.0, 0.0], [0.0, 0.0, 0.0], [0.0, 0.0, 0.0], [0.0, 0.0, 0.0], [0.0, 0.0, 0.0], [0.0, 0.0, 0.0]], "e_lumo_ev": [2.493, 2.490], "e_homo_ev": [-2.29, -3.42], "multiplicity": 2, "charge": -1, "de_lowest_kj_mol": 1.4, "gap_ev": [4.78, 5.91]}